{"formula": "C39H46IN9Ru", "method": "ωB97M-V/def2-TZVPD", "total_charge": 3, "multiplicity": 2, "orbital_gap_ev": [3.9, 4.0], "e_homo_ev": [-14.88, -14.88], "relative_energy_kj_mol": 243.2, "elements": ["H", "C", "H", "C", "H", "H", "H", "C", "C", "N", "I", "H", "N", "C", "H", "C", "H", "C", "N", "H", "C", "C", "H", "H", "H", "C", "H", "H", "C", "C", "C", "C", "C", "H", "H", "H", "C", "H", "H", "H", "C", "C", "C", "H", "H", "H", "C", "N", "N", "H", "C", "H", "C", "H", "H", "H", "C", "C", "H", "H", "C", "N", "C", "N", "C", "N", "H", "C", "H", "C", "C", "C", "H", "H", "N", "H", "C", "H", "H", "C", "H", "H", "C", "C", "H", "H", "H", "C", "C", "H", "C", "H", "H", "H", "Ru", "C"], "coordinates": [[2.3263, -4.0452, -3.0812], [-0.7525, -3.7823, -1.7216], [1.1938, 0.3388, -1.1783], [4.1398, -4.4158, -4.2309], [0.1266, 5.7754, 0.2841], [-0.1430, -4.6138, -2.0834], [-4.2209, 4.2945, 0.2786], [-0.5713, -3.9495, 1.9796], [3.4756, -1.6937, 1.9906], [3.3683, -1.7770, -0.1270], [6.5382, -1.4981, 2.6509], [-0.5675, 3.8337, 1.0410], [2.1541, -2.4452, -7.1787], [-0.1388, -2.5897, -4.4889], [-5.4505, 2.4151, -1.1327], [2.2572, -3.3007, -5.0987], [-4.2511, 4.1745, 2.0605], [-3.8523, 1.5987, 0.9114], [2.6197, -1.7662, 0.9781], [4.7837, -3.5523, -7.4804], [2.8383, -3.9247, -4.0269], [4.8433, -4.2682, -5.4601], [4.6309, -4.9447, -3.4224], [-5.7234, 4.4992, 1.1693], [3.6674, 4.9090, 2.6161], [2.4794, 2.5996, 1.6988], [2.1599, 5.0357, -0.8520], [3.6127, 4.5323, 0.0343], [-1.4620, 1.2780, 1.1148], [-3.9243, 0.2415, 0.5879], [0.4191, -2.3274, 3.4648], [0.5607, -3.4285, 2.6034], [4.6855, -1.7091, 0.1511], [-0.9585, -0.9436, 4.3649], [-6.0639, 0.9134, 2.2555], [1.5092, -3.9407, 2.5199], [-5.9980, 2.2277, -0.2076], [-0.5684, -3.5735, -4.3070], [-3.6818, -2.3047, 4.3781], [-3.3591, -0.7437, 3.6376], [-1.9995, -2.3228, 3.0840], [0.6834, 5.9582, 1.2051], [2.7598, 5.2126, 0.0424], [-2.7226, -3.8872, 1.8233], [2.9666, 6.5180, 2.4827], [2.8321, 0.5257, 2.0423], [1.5246, 3.5822, 1.4294], [1.0373, -2.7122, -5.3307], [0.1461, -1.9572, -3.2141], [-5.2676, 2.1941, 3.1888], [-3.3599, -1.8179, 3.4535], [1.0086, 6.9971, 1.1850], [-0.8451, -1.7597, 3.6616], [3.5230, 2.8469, 1.8334], [-2.8228, -1.5755, 0.3194], [1.2441, -2.0021, 4.0845], [0.2187, 3.1298, 1.2592], [0.8150, -0.5144, -1.7162], [-6.7972, 2.5165, 2.3661], [-6.4098, 1.2186, -0.2385], [4.7975, -1.6542, 1.5233], [0.8450, 0.8576, 1.6064], [1.9070, 5.0444, 1.3157], [-1.5674, -0.0260, 0.8389], [2.7278, 5.4573, 2.5464], [0.2792, -1.6068, -1.0557], [-0.8514, -1.9897, -5.0541], [0.7430, -0.7216, -3.0549], [5.8402, -4.6776, -5.5492], [-2.5783, 2.1022, 1.1649], [-5.8499, 1.9828, 2.2902], [2.1000, 1.2780, 1.7936], [-6.8388, 2.9187, -0.1685], [-2.4556, 3.1408, 1.4266], [1.0378, -2.2190, -6.5795], [-4.1005, -2.0567, 2.6925], [-5.1037, 2.4458, 1.0242], [-4.8723, -0.2270, 0.3631], [-1.7286, -3.8532, -2.2035], [-1.8417, -3.4094, 2.2355], [-0.4783, -4.8459, 1.3797], [0.0206, 5.8406, 2.0651], [-4.7898, 3.9396, 1.1405], [-2.7773, -0.5214, 0.5658], [3.1388, 6.2334, -0.0014], [2.9346, -1.8230, -1.0318], [1.0332, -0.1033, -3.8884], [4.2790, -3.6372, -6.5267], [-0.1096, -2.4665, -1.9781], [3.1448, -1.6701, 3.0155], [2.9686, -3.1276, -6.3439], [5.4490, -1.7116, -0.6084], [2.1642, 5.2931, 3.4664], [-0.8837, -3.9005, -0.6502], [0.2725, -1.3451, 1.2415], [-0.0931, 1.7797, 1.3437]], "forces_ev_per_angstrom": [[0.0, -0.2, 0.1], [0.0, -0.1, -0.1], [0.0, 0.0, -0.1], [-0.4, 0.3, -0.1], [-0.1, 0.0, 0.0], [0.0, 0.1, 0.0], [0.0, 0.0, 0.0], [0.1, 0.2, -0.2], [0.6, -0.1, 0.2], [0.1, 0.1, -0.5], [-0.4, -0.1, -0.2], [0.0, 0.0, 0.0], [-1.4, 0.4, 0.0], [0.4, -0.4, -1.2], [0.0, 0.0, 0.0], [0.5, 0.4, -1.7], [0.0, 0.0, 0.0], [0.0, 0.1, 0.1], [-1.8, 0.2, 0.6], [0.0, 0.1, 0.0], [1.4, -0.8, 0.5], [-0.2, -0.3, 1.0], [0.0, 0.0, 0.0], [0.0, 0.0, 0.0], [0.0, 0.0, 0.0], [-0.2, -0.2, 0.1], [0.0, 0.0, 0.0], [0.0, 0.0, 0.0], [0.1, 0.5, 0.1], [0.2, -0.1, -0.1], [0.2, 0.2, 0.1], [0.1, -0.1, 0.2], [-0.3, 0.0, 0.2], [0.1, 0.1, -0.1], [-0.1, 0.0, 0.0], [0.0, 0.1, -0.1], [0.1, -0.1, 0.0], [0.0, 0.0, 0.1], [0.0, 0.0, 0.0], [0.0, 0.0, 0.0], [-0.4, 0.0, 0.0], [0.0, -0.2, 0.1], [0.0, -0.1, 0.1], [0.0, 0.0, -0.1], [0.0, 0.0, 0.0], [0.0, 0.0, -0.1], [0.0, 0.1, 0.0], [0.9, -0.3, 0.8], [0.3, 0.2, 1.0], [0.0, 0.0, 0.0], [0.1, 0.0, 0.0], [0.0, 0.0, 0.0], [0.3, 0.3, -0.2], [0.0, 0.0, 0.1], [0.0, 0.0, 0.0], [0.0, 0.1, -0.1], [-0.1, -0.3, 0.1], [0.1, 0.3, -0.3], [0.0, 0.0, 0.0], [0.0, 0.0, -0.1], [0.2, 0.1, 0.4], [-0.2, -1.8, -0.7], [0.0, 0.2, -0.2], [1.1, -1.5, 0.5], [0.0, -0.1, 0.1], [0.6, 1.2, 1.8], [0.0, 0.0, 0.0], [-0.2, -0.1, 0.2], [0.0, 0.0, 0.1], [0.1, -0.2, 0.0], [0.1, 0.0, 0.0], [0.6, -0.1, 0.1], [0.0, 0.0, 0.0], [0.0, 0.0, 0.0], [-0.2, 0.8, -1.4], [0.0, 0.0, 0.0], [-0.2, 0.1, 0.0], [0.0, 0.0, 0.0], [0.0, 0.0, 0.0], [0.0, 0.1, 0.0], [0.0, 0.1, -0.1], [0.0, 0.0, 0.0], [0.1, -0.1, 0.0], [-0.4, -0.2, -0.2], [0.0, 0.0, 0.0], [-0.1, 0.0, -0.2], [0.0, -0.1, 0.0], [-1.2, 0.6, -0.3], [-0.3, -0.5, -0.5], [0.0, 0.0, 0.0], [0.1, -0.7, 1.9], [-0.1, 0.0, -0.1], [0.0, 0.0, 0.0], [0.0, 0.0, 0.0], [-0.1, 1.4, -1.5], [-0.4, 0.3, -0.1]], "mulliken_charge": [0.389, -1.319, 0.646, -0.749, 0.427, 0.416, 0.471, -0.724, -0.690, -0.344, 0.258, 0.546, -0.479, -0.945, 0.387, 1.156, 0.405, 0.330, 0.862, 0.458, -0.449, -0.564, 0.422, 0.448, 0.358, -1.156, 0.379, 0.374, -0.846, -1.041, -0.708, -0.710, -0.121, 0.558, 0.371, 0.598, -1.623, 0.471, 0.449, 0.418, 1.027, -2.078, -1.536, 0.584, 0.465, 0.436, 0.297, 0.700, 0.204, 0.369, -1.752, 0.432, -0.337, 0.526, 0.647, 0.476, -0.315, -1.144, 0.442, 0.352, -0.806, 0.438, 1.961, 0.857, -1.558, 0.683, 0.354, -0.894, 0.405, 0.029, -1.530, -0.602, 0.482, 0.546, -0.690, 0.402, 1.854, 0.486, 0.496, -0.255, 0.579, 0.481, -2.048, -1.275, 0.447, 0.049, 0.532, -0.692, 0.749, 0.568, 0.121, 0.521, 0.381, -0.235, 1.208, 0.032]}


{"formula": "C39H47BBrCl5N8S4Tb", "method": "ωB97M-V/def2-TZVPD", "total_charge": 1, "multiplicity": 7, "orbital_gap_ev": [7.1, 7.5], "e_homo_ev": [-10.40, -10.41], "relative_energy_kj_mol": 221.3, "elements": ["H", "Cl", "C", "H", "C", "H", "C", "H", "H", "H", "H", "H", "H", "C", "H", "N", "H", "C", "C", "C", "C", "C", "C", "C", "C", "C", "N", "H", "H", "H", "C", "H", "H", "H", "Cl", "B", "Cl", "C", "H", "N", "C", "C", "H", "H", "H", "H", "H", "H", "C", "H", "C", "N", "H", "H", "H", "C", "H", "S", "C", "C", "C", "H", "C", "C", "S", "C", "N", "C", "C", "C", "C", "Tb", "H", "H", "H", "C", "H", "C", "H", "H", "S", "N", "H", "H", "H", "Cl", "H", "C", "H", "H", "H", "C", "H", "N", "C", "N", "H", "C", "Br", "H", "Cl", "C", "H", "S", "C", "C"], "coordinates": [[-0.4518, 3.6859, -2.1185], [-2.7953, -1.9306, 4.4495], [2.7003, 4.0949, -3.4016], [3.6889, 2.7692, -5.6100], [-2.1155, -0.3196, 4.3874], [-4.7073, -0.2985, -3.1510], [-2.2221, -1.4073, -3.3934], [-4.4877, 0.9897, -4.3437], [-1.3572, 0.9469, -4.3644], [5.6639, -3.4335, 7.0530], [2.8825, 4.7392, -4.2621], [-2.4220, 1.0575, -5.7821], [-2.2122, -5.3217, -1.4329], [-1.6477, -5.0005, -2.3101], [4.5095, 2.1504, -4.1801], [-1.1324, 0.6503, -0.0307], [1.5402, -7.5371, 4.5046], [-0.9988, 2.1724, 4.3112], [-4.3797, 1.0545, 1.7915], [-2.2481, 2.0005, 4.9043], [-2.2482, 0.3158, 0.6543], [3.7457, -5.6370, 5.9191], [3.3134, 1.5777, -1.7676], [-2.9461, -0.5340, -4.4101], [-1.6172, -3.5104, -2.3846], [-0.9193, -2.7694, -1.3743], [4.0868, -3.5700, 4.7708], [3.9448, 0.8237, 1.3182], [-0.6387, -5.3946, -2.1927], [-3.3012, 3.4806, 1.2225], [0.5418, 4.3659, 0.3779], [-3.4626, 0.9368, -2.8970], [-2.7628, 5.4088, 0.2353], [0.9184, 1.6783, -5.1254], [1.2025, 1.3268, 3.0199], [-0.1794, -0.3786, -0.6847], [-3.0810, 3.3407, 5.5805], [4.5032, -4.4871, 5.6339], [5.2006, 0.9775, 0.0700], [-0.7459, 1.9130, -0.2262], [1.6438, -6.9704, 5.4319], [2.5712, -5.8217, 5.2416], [-2.8318, -3.3629, -4.1127], [-4.4494, -1.9947, -5.0098], [3.3712, 1.1200, -5.0641], [3.5842, 4.1293, -2.7623], [4.4411, -0.5923, 0.4161], [4.0805, -6.3595, 6.6481], [-0.9694, 4.5014, -1.6117], [1.8553, 4.4979, -2.8405], [4.2685, 0.4830, 0.3319], [-0.8922, -1.4202, -1.5280], [-1.2114, -0.2288, -5.6827], [0.2668, 3.0043, -4.1607], [-4.9739, 0.3687, 1.1869], [-1.7354, 5.3834, 0.6041], [-0.4860, 5.4445, -1.8731], [2.3492, -2.5651, 3.0588], [-3.0952, 1.3749, 1.1029], [1.1298, 2.6750, -4.7380], [2.3967, 2.6670, -3.8826], [-4.1462, -0.7148, -6.1836], [-2.6824, 2.6589, 0.8908], [-0.9196, 4.2937, -0.0906], [-0.2244, -3.5818, -0.0572], [-0.3611, 1.0765, 3.7314], [-1.5335, -0.7610, -2.5015], [2.9296, -3.7384, 4.1382], [3.2013, 0.7593, -0.6724], [-3.6705, -1.3761, -5.4597], [-2.8177, 0.7321, 4.9540], [-0.5116, -2.3299, 2.5903], [1.1369, 3.5985, -0.1184], [-1.2865, 6.3553, 0.3997], [-2.0006, 4.5367, -1.9703], [-0.8887, -0.2173, 3.7347], [6.1687, -5.1183, 6.8279], [1.9365, 0.1733, -0.5448], [-2.1049, -5.4236, -3.2027], [2.0058, -7.6303, 6.2148], [1.2409, -1.0282, 0.4788], [2.2144, -4.8830, 4.3390], [0.9602, 5.3455, 0.1396], [-4.9514, 1.9605, 1.9848], [-2.9714, -2.0166, -6.0012], [-4.3560, 0.4840, 5.6816], [0.6119, 4.2141, 1.4540], [-3.9652, 0.3291, -3.6501], [-4.1888, 0.5487, 2.7394], [4.2511, 2.0839, -1.9570], [1.3322, -4.9929, 3.8377], [3.5661, 2.1399, -4.7280], [6.5360, -3.8758, 5.5979], [1.0612, 1.2005, -2.4671], [-1.9157, 0.3713, -5.1012], [0.9619, 0.4209, -1.4152], [0.6499, -6.6027, 5.6934], [-1.4632, 2.9040, 0.2158], [-0.8588, -4.8922, 3.2811], [-1.7479, 5.2437, 1.6875], [-0.2649, 3.7279, 4.3248], [-2.2690, -2.8224, -3.3647], [1.2642, 3.3533, -5.5813], [-2.6344, -1.3124, 0.9584], [5.8015, -4.2299, 6.3192], [2.2284, 1.7747, -2.6645]], "forces_ev_per_angstrom": [[0.0, 0.0, 0.0], [-0.1, -0.3, 0.1], [0.0, -0.1, 0.0], [0.0, 0.0, 0.0], [0.5, 0.1, -0.3], [0.0, 0.0, 0.0], [0.0, 0.0, 0.0], [0.0, 0.0, 0.0], [0.0, 0.0, 0.0], [0.0, 0.0, 0.0], [0.0, 0.0, 0.0], [0.0, 0.0, 0.0], [0.0, 0.0, 0.0], [0.0, 0.0, 0.0], [0.0, 0.0, 0.0], [-0.4, 0.2, 0.3], [0.0, 0.0, 0.0], [0.0, 0.0, 0.0], [0.0, 0.0, 0.0], [0.0, 0.1, 0.0], [0.3, 0.1, -0.1], [0.1, 0.1, 0.0], [-0.1, -0.1, 0.1], [0.0, 0.1, 0.0], [0.0, 0.0, -0.1], [0.1, 0.5, 0.1], [0.2, 0.1, 0.0], [0.0, 0.0, 0.0], [0.0, 0.0, 0.0], [0.0, 0.0, 0.0], [-0.1, 0.0, 0.0], [0.0, 0.0, 0.0], [0.0, 0.0, 0.0], [0.0, 0.0, 0.0], [0.2, 0.1, -0.1], [-0.1, -0.2, 0.0], [0.0, 0.0, 0.0], [-0.2, -0.1, -0.1], [0.0, 0.0, 0.0], [0.2, 0.1, -0.1], [-0.1, 0.0, -0.1], [0.1, 0.0, 0.0], [0.0, 0.0, 0.0], [0.0, 0.0, 0.0], [0.0, 0.0, 0.0], [0.0, 0.0, 0.0], [0.0, 0.0, 0.0], [0.0, 0.0, 0.0], [0.0, 0.0, 0.1], [0.0, 0.0, 0.0], [0.0, 0.0, 0.1], [-0.1, -0.5, -0.2], [0.0, 0.0, 0.0], [0.0, 0.0, 0.0], [0.0, 0.0, 0.0], [0.0, -0.1, 0.0], [0.0, 0.0, 0.0], [-0.2, 0.4, -0.2], [0.1, 0.2, 0.0], [0.1, 0.0, 0.1], [0.0, 0.1, -0.1], [0.0, 0.0, 0.0], [0.0, -0.2, -0.1], [0.1, 0.1, 0.0], [-0.1, -0.3, 0.3], [0.0, -0.4, 0.1], [0.0, 0.3, -0.1], [-0.2, -0.4, 0.1], [0.1, 0.2, -0.1], [0.1, 0.0, 0.1], [-0.1, 0.0, 0.1], [0.3, 0.0, -0.6], [0.0, 0.0, 0.0], [0.0, 0.0, 0.0], [0.0, 0.0, 0.0], [-0.4, 0.7, 0.4], [0.0, 0.0, 0.0], [0.0, 0.4, -0.2], [0.0, 0.0, 0.0], [0.0, 0.0, 0.0], [0.1, -0.1, -0.3], [0.3, 0.1, 0.3], [0.0, 0.0, 0.0], [0.0, 0.0, 0.0], [-0.1, 0.0, 0.0], [0.0, 0.0, 0.0], [0.0, 0.0, 0.1], [0.0, -0.1, 0.0], [0.0, 0.0, -0.1], [0.0, 0.0, 0.0], [-0.1, 0.1, -0.1], [0.0, 0.0, 0.0], [0.0, 0.0, 0.0], [-0.2, 0.1, -0.3], [-0.1, -0.1, 0.0], [0.6, -0.2, 0.3], [0.0, 0.0, 0.0], [-0.2, 0.0, 0.1], [-0.3, -0.4, 0.2], [0.0, 0.0, 0.0], [0.0, 0.1, -0.1], [0.1, 0.0, 0.2], [0.0, 0.0, 0.0], [0.0, -0.3, 0.1], [0.0, 0.0, 0.0], [0.0, -0.1, 0.1]], "mulliken_charge": [0.080, -0.148, -1.495, 0.477, 1.325, 0.400, -0.215, 0.446, 0.130, 0.290, 0.497, 0.480, 0.359, -1.900, 0.325, 0.847, 0.314, -0.444, -1.905, 0.701, 1.433, -0.887, -0.410, 2.425, 0.289, 0.831, -0.500, 0.250, 0.392, 0.556, -1.201, 0.155, 0.409, 0.341, -0.028, -1.036, -0.174, 0.945, 0.442, -0.062, -1.339, 1.118, 0.572, 0.462, 0.397, 0.363, 0.344, 0.360, -1.599, 0.127, -1.391, 0.702, 0.414, 0.167, 0.423, -2.250, 0.463, -0.208, -0.182, -1.626, 2.202, 0.411, -0.448, 2.110, -0.008, 0.975, -0.232, 0.116, -0.175, -2.339, -0.850, 0.070, 0.049, 0.442, 0.395, -1.483, 0.358, 0.426, 0.400, 0.369, -0.038, 0.528, 0.469, 0.445, 0.457, -0.118, 0.168, -1.542, 0.278, 0.484, -0.341, -1.848, 0.349, -0.695, -1.566, 0.474, 0.334, -0.263, -0.492, 0.413, -0.123, -0.533, 0.518, -0.110, -1.245, 0.156]}